Entry 1:
ORCA calculation (ωB97M-V/def2-TZVPD) on C6H12N4 in the gas phase in a non-equilibrium geometry.

Calculated values
SMILES string	C=c1[nH]n(C)c(=C)[nH]n1C
total charge	0
energy above the lowest of the compared OMol25 structures with the same formula, charge and spin	4.3503	eV
frontier orbital gap	8.6	eV

Each line ends with the Löwdin charge.
Atoms and positions in Å:
N  0.996  -1.130  0.813  -0.104
N  -0.494  -1.433  0.930  0.068
N  0.309  -0.891  -1.445  0.049
N  -0.918  -0.230  -1.088  -0.121
C  2.688  -0.625  -0.786  0.029
C  -1.332  -0.503  0.196  -0.388
C  1.330  -0.046  1.775  -0.077
C  1.423  -0.840  -0.540  -0.381
C  -2.520  -0.076  0.690  0.020
C  -1.217  1.008  -1.851  -0.042
H  1.886  -0.513  2.654  0.103
H  -0.357  1.073  -2.525  0.076
H  -3.066  0.697  0.321  -0.003
H  0.448  0.624  1.930  0.093
H  -2.274  0.951  -2.353  0.111
H  2.045  0.548  1.227  0.051
H  -2.730  -0.009  1.754  0.046
H  -1.300  1.943  -1.248  0.081
H  -0.792  -1.272  1.914  0.118
H  0.413  -1.352  -2.342  0.139
H  2.998  -0.246  -1.746  0.059
H  3.297  -0.911  0.074  0.074

Atoms 1-3, force components in eV/Å:
-1.9829 0.7746 0.3562
0.4020 1.1426 -0.7349
0.8698 0.7464 1.0187


Entry 2:
ORCA calculation (ωB97M-V/def2-TZVPD) on 2 unconnected molecules or ions with the total composition C3H11NO2 in a non-equilibrium geometry.

Calculated values
SMILES string	C[C@H](N)CO.O
total charge	0
energy above the lowest of the compared OMol25 structures with the same formula, charge and spin	1.5439	eV
frontier orbital gap	10.0	eV

Each line ends with the Löwdin charge.
Atoms and positions in Å:
O  1.300  0.632  -2.999  -0.043
O  -0.595  -1.226  -0.862  -0.037
N  0.454  1.046  0.485  0.020
C  0.089  -0.293  1.108  -0.402
C  -0.478  0.067  2.389  -0.148
C  -1.131  -0.732  0.266  -0.304
H  -1.917  -1.323  0.752  0.123
H  0.291  0.608  2.984  0.090
H  -1.343  0.794  2.474  0.107
H  -1.663  0.335  0.157  0.150
H  1.372  1.287  0.195  0.047
H  2.147  0.769  -3.384  0.018
H  -0.036  -0.596  -1.312  0.056
H  1.239  1.137  -2.168  0.024
H  0.978  -0.979  1.197  0.166
H  -0.849  -0.698  3.017  0.063
H  0.086  1.839  1.000  0.069

Atoms 1-3, force components in eV/Å:
-1.3809 -0.1106 0.9606
-0.8761 -2.1918 -2.5642
-0.3117 -0.4403 -0.3873


Entry 3:
ORCA calculation (ωB97M-V/def2-TZVPD) on 2 unconnected molecules or ions with the total composition C4H8O2.

Calculated values
total charge	0
energy above the lowest of the compared OMol25 structures with the same formula, charge and spin	5.2170	eV
frontier orbital gap	9.2	eV

Each line ends with the Löwdin charge.
Atoms and positions in Å:
O  -1.026  0.586  -1.324  -0.120
O  0.252  0.813  0.504  -0.149
C  0.958  -0.797  -0.739  -0.074
C  0.229  0.556  -1.006  -0.478
C  -1.651  0.398  0.635  0.169
C  1.092  -0.353  0.715  -0.162
H  2.096  -0.038  1.018  0.118
H  -2.172  -0.425  0.163  0.073
H  0.876  1.323  -1.467  0.147
H  -2.132  1.359  0.517  0.076
H  -1.354  0.185  1.662  0.066
H  0.671  -0.999  1.494  0.114
H  1.890  -0.974  -1.282  0.106
H  0.270  -1.633  -0.892  0.113

Atoms 1-3, force components in eV/Å:
0.1205 -0.0357 -0.1028
-0.1490 0.0894 0.0733
-0.0388 -0.1153 -0.0883


Entry 4:
ORCA calculation (ωB97M-V/def2-TZVPD) on C2H2F2O2 in the gas phase in a non-equilibrium geometry.

Calculated values
SMILES string	O=C(F)[C@@H](O)F
total charge	0
energy above the lowest of the compared OMol25 structures with the same formula, charge and spin	0.6113	eV
frontier orbital gap	12.4	eV

Each line ends with the Löwdin charge.
Atoms and positions in Å:
F  1.976  -0.472  0.760  0.094
F  -0.640  -1.475  -0.633  -0.018
O  -1.422  0.630  0.024  0.054
O  1.503  1.044  -0.773  0.184
C  -0.484  -0.333  0.196  -0.286
C  1.124  0.192  -0.062  -0.326
H  -0.846  -0.756  1.231  0.186
H  -1.211  1.170  -0.743  0.112

Atoms 1-3, force components in eV/Å:
-0.7011 0.1347 -0.5117
0.2870 1.3377 0.0348
0.6211 0.0832 -0.8431


Entry 5:
ORCA calculation (ωB97M-V/def2-TZVPD) on 8 unconnected molecules or ions with the total composition C4H19NO7 in a non-equilibrium geometry.

Calculated values
SMILES string	c1cc[nH]c1.O.O.O.O.O.O.O
total charge	0
energy above the lowest of the compared OMol25 structures with the same formula, charge and spin	3.1477	eV
frontier orbital gap	8.1	eV

Each line ends with the Löwdin charge.
Atoms and positions in Å:
O  -2.689  -1.352  -2.202  -0.049
O  2.304  1.542  -1.353  -0.021
O  -1.579  0.960  -2.002  -0.171
O  -2.926  -1.238  0.723  -0.063
O  0.504  -0.303  -2.143  -0.085
O  3.132  -1.472  0.830  -0.093
O  0.272  -2.198  -0.309  -0.068
N  -0.777  0.584  1.340  -0.005
C  0.360  2.318  2.225  -0.109
C  0.317  0.012  1.911  -0.126
C  1.056  1.129  2.498  -0.126
C  -0.817  1.938  1.524  -0.111
H  2.688  2.254  -1.959  0.113
H  1.991  0.965  2.985  0.065
H  -0.714  0.514  -2.421  0.037
H  1.309  -2.345  -0.112  0.115
H  -1.511  2.487  1.005  0.079
H  3.234  -1.328  1.783  0.036
H  -1.510  0.504  -1.086  0.049
H  3.476  -0.570  0.489  0.092
H  1.308  0.219  -2.254  0.026
H  0.629  3.279  2.579  0.071
H  -2.629  -0.387  -2.193  -0.005
H  -2.144  -1.646  -2.882  0.010
H  -0.040  -3.046  -0.388  0.001
H  1.809  1.901  -0.703  -0.023
H  -3.884  -1.280  0.716  0.050
H  -2.987  -1.362  -0.253  0.023
H  -1.662  0.134  1.146  0.090
H  0.816  -1.130  -1.660  0.063
H  0.664  -1.082  2.168  0.135

Atoms 1-3, force components in eV/Å:
-2.2841 -0.2623 2.0844
3.9183 -0.7329 -4.8757
1.2751 -1.2780 1.2477


Entry 6:
ORCA calculation (ωB97M-V/def2-TZVPD) on C3H3N3O in the gas phase in a non-equilibrium geometry.

Calculated values
SMILES string	O=Cn1cncn1
total charge	0
energy above the lowest of the compared OMol25 structures with the same formula, charge and spin	1.3177	eV
frontier orbital gap	11.0	eV

Each line ends with the Löwdin charge.
Atoms and positions in Å:
O  -1.258  2.225  -1.149  0.064
N  -0.093  0.312  -0.301  -0.063
N  1.067  0.811  0.317  0.143
N  0.719  -1.455  0.896  0.113
C  -1.076  1.030  -0.948  -0.270
C  1.470  -0.235  0.929  -0.202
C  -0.244  -1.042  0.139  -0.135
H  -0.989  -1.695  -0.249  0.117
H  -1.856  0.294  -1.265  0.137
H  2.260  -0.245  1.630  0.096

Atoms 1-3, force components in eV/Å:
1.4416 -2.3991 0.7189
1.0756 -1.0915 1.4327
-1.5134 -0.5466 -0.9310